{
  "formula": "C49H90F2O16S3",
  "method": "ωB97M-V/def2-TZVPD",
  "total_energy_ev": -122968.455,
  "fmax_ev_per_a": 1.81,
  "relative_energy_kj_mol": 0.0,
  "homo_lumo_gap_ha": 0.35415,
  "smiles": "CCOS(C)(=O)=O.CCOS(C)(=O)=O.CCOS(C)(=O)=O.Fc1ccccc1.Fc1ccccc1.C1CCOC1.C1CCOC1.C1CCOC1.C1CCOC1.C1CCOC1.C1CCOC1.C1CCOC1",
  "lumo_energy_ev": 0.3450,
  "multiplicity": 1,
  "e_homo_ha": -0.34148,
  "symbols": ["H", "C", "C", "H", "C", "H", "C", "C", "H", "H", "O", "H", "H", "H", "H", "H", "C", "H", "H", "H", "O", "C", "H", "C", "O", "C", "O", "C", "H", "O", "H", "H", "H", "O", "H", "H", "C", "C", "H", "C", "C", "H", "H", "H", "H", "O", "O", "C", "C", "H", "H", "H", "H", "H", "H", "H", "H", "H", "C", "O", "H", "H", "H", "O", "H", "C", "H", "C", "H", "H", "S", "C", "H", "H", "H", "H", "S", "C", "H", "H", "H", "C", "S", "C", "H", "C", "C", "H", "H", "C", "O", "H", "H", "O", "F", "H", "H", "C", "H", "H", "C", "H", "H", "C", "C", "O", "H", "H", "H", "H", "C", "H", "H", "H", "H", "H", "H", "H", "C", "H", "C", "H", "C", "H", "H", "C", "C", "H", "H", "H", "C", "O", "C", "H", "H", "H", "H", "C", "C", "H", "H", "H", "F", "C", "C", "C", "H", "H", "O", "C", "O", "H", "H", "C", "C", "H", "C", "H", "C", "C"],
  "coordinates": [[1.2835, 1.2942, -0.9632], [-2.3391, -2.7795, -1.8573], [-2.4972, -5.6543, 0.7179], [1.0644, 3.9904, -2.0432], [-0.9155, -3.1889, -2.2290], [0.4969, 2.8881, -3.2088], [-0.7330, 1.7669, -0.4149], [-2.6923, -5.2497, 2.9812], [0.5556, -4.8408, 1.0912], [-2.9228, -3.6072, 1.4814], [0.0616, 6.5788, 1.1622], [0.4654, -1.6333, -5.4679], [-0.1902, -0.2206, 6.9744], [-3.8523, 1.7383, 2.1817], [-1.8274, 5.0397, -1.0583], [0.6541, 5.9166, -3.6267], [2.3524, 3.8242, -3.8570], [-5.1795, 2.2093, 3.1084], [1.6736, -5.0637, -1.4944], [1.5336, 1.4085, 6.2597], [-0.9446, -4.5229, -2.7585], [0.8954, -0.7967, -4.9120], [2.7185, 2.8026, -3.9719], [4.9188, 3.8714, 1.0471], [3.1547, -4.3112, -0.2451], [4.1326, 1.7646, 0.0790], [-1.2126, -3.5504, -4.9962], [0.5215, 7.2248, -0.0015], [-5.3158, 2.2703, -3.8872], [2.7280, 0.5961, -3.0115], [1.2296, 1.3245, -5.3876], [-2.8324, -3.5355, -1.2420], [4.8947, 1.9378, 2.1167], [2.3681, -1.8459, -2.4610], [-2.4126, -1.8585, -1.2786], [3.3223, -3.9518, 1.7647], [-1.8831, 1.2459, 0.1748], [-4.0992, 2.3508, 3.0549], [-0.7517, -1.8869, 0.9462], [1.1554, -4.4713, -4.2828], [0.6923, -3.3750, 4.2700], [2.7417, -6.9779, 0.6430], [-3.4626, 4.1612, 1.8655], [-2.6241, 1.4523, -2.5913], [-1.9109, 3.0574, 5.5057], [-2.5456, 4.0064, 3.7048], [-3.2439, 2.4860, -4.2853], [-1.4275, 5.9123, -0.5433], [-3.6870, 3.8146, 2.8713], [-0.4397, 4.6055, 0.8762], [-2.0031, -1.3837, 4.8026], [1.2226, -1.0181, -0.2110], [-0.5723, -2.5225, -3.0186], [4.6301, 1.0700, -0.5976], [-4.7194, 2.4333, -5.5927], [-2.8674, 1.6997, 0.1102], [1.4820, -4.3356, -5.3222], [1.1813, -6.9022, -0.1484], [2.5017, -5.4210, -0.8721], [3.6064, 2.8862, -0.6191], [4.6349, -2.1914, -3.7359], [3.1326, 4.3489, -3.2998], [-0.6624, 2.7797, -0.7868], [1.3865, -0.0791, 4.8036], [-0.7758, -4.9547, 6.8744], [-2.3256, -4.4921, 1.7040], [2.6790, 4.1203, 0.8192], [0.4923, -4.2743, 5.3223], [-2.3104, -0.0975, -5.1171], [0.3893, 8.3119, -0.0219], [2.9014, -0.7993, -3.2902], [1.7204, 0.3399, 6.1354], [5.2554, -0.6800, -2.9028], [1.4853, -5.5461, 2.3077], [-5.0632, -0.0870, -3.9858], [-0.2679, 0.9943, 2.7487], [-0.6059, -4.6701, -4.3262], [0.7542, 0.4278, -5.7997], [-0.3002, 0.6977, -5.8893], [-4.6331, 0.1042, -5.7100], [-3.7730, 1.2444, 4.9120], [-1.8281, -6.4879, 2.7929], [1.9362, 0.8358, 3.5959], [0.3551, 0.9121, -0.5485], [-4.4261, 4.5131, 3.2913], [-4.5440, 1.9975, -4.6101], [-0.7867, -0.8834, 0.5373], [-0.4792, 7.3015, -1.9783], [-2.2487, 6.6327, -0.4664], [1.5594, -5.2400, 1.2626], [2.2335, -0.0423, 2.5025], [3.7257, 4.8790, -0.3960], [6.0965, 2.0022, 0.8811], [2.2804, -1.1467, -4.7448], [-2.4999, -2.9242, 6.8195], [1.6543, -5.3882, -3.9834], [1.2338, 0.2670, -6.7638], [-2.4827, 1.4537, -3.6809], [-3.5406, -5.8595, 0.4751], [0.5984, 5.4909, -6.0056], [3.6056, 4.0055, 0.2519], [-0.0945, -1.6799, 3.2389], [0.3820, 5.8461, -1.6840], [-1.8714, -0.0505, 0.6681], [5.0920, 2.3567, 1.1308], [-1.8949, -6.7717, 1.3821], [2.7675, 0.1563, 6.3789], [1.4811, -3.5637, -3.7767], [-2.3425, 1.4069, 3.8774], [-3.5748, 3.7453, 5.4257], [-4.4473, 0.4587, -4.6989], [-0.8019, 5.0513, -3.7668], [3.3511, 1.1776, 0.5771], [-0.0001, 2.1883, 4.0253], [4.7889, 4.2346, 2.0708], [-1.7239, 5.6713, 1.5998], [3.2644, -5.8979, -1.4872], [1.5933, -3.3628, 3.6708], [-0.6253, -4.1747, 6.1418], [0.6551, 2.4671, 2.4040], [4.6332, -1.1043, -3.6806], [1.9906, -3.1165, 1.0772], [1.0022, 3.8590, -3.1250], [-2.3534, -4.7174, 3.8742], [-1.4259, 1.6603, -3.8572], [0.3437, -0.3967, -0.1094], [-0.2334, 6.6017, -1.1791], [-2.9816, -2.6299, -2.7266], [0.3190, -0.6871, -3.9920], [5.7340, 4.4384, 0.6095], [0.2745, 4.9237, -3.9033], [2.9280, 1.7790, 4.0297], [-2.7807, 3.2248, 4.8753], [-3.7412, -5.5154, 3.1027], [-0.3056, -3.1149, -1.3308], [-2.8362, -0.6834, -3.6251], [1.1945, -5.0850, 5.4693], [-3.2364, 1.9161, 4.2365], [2.5409, -4.0652, 1.0051], [1.5983, 7.0675, -0.1233], [-1.2790, -4.1908, 1.7571], [-0.7786, -6.2400, 2.9918], [-3.0048, -0.5439, 1.2242], [0.7607, 4.6639, -5.3166], [0.4479, 1.7086, 3.1556], [0.8652, -0.4502, 7.1215], [-2.1106, -7.3528, 3.3916], [1.1246, -0.0973, 8.1205], [-0.8850, -6.0184, -4.6919], [-1.2856, -2.1815, 4.9507], [2.1647, 4.4500, -5.1280], [1.0303, -1.5204, 7.0238], [-1.8663, -5.4758, -0.1556], [-3.0036, 0.1525, -4.3055], [-1.4716, -3.0889, 5.9615], [0.3049, 3.7743, -5.7691], [-0.2338, -2.3717, 4.0589], [4.8044, -0.6701, -4.6606], [1.9856, -6.2895, 0.2669], [-0.9229, 5.5881, 0.8712]],
  "atomic_forces_ev_per_a": [[-0.113, 0.045, -0.164], [-0.653, -0.131, 0.038], [1.465, 0.482, 0.018], [0.328, 0.373, -0.086], [-1.371, 0.975, 0.039], [0.004, 0.056, -0.315], [-0.101, -0.889, 0.241], [1.058, 0.324, 0.924], [-0.022, -0.353, -0.521], [-0.148, -0.100, 0.021], [-0.132, 0.300, 0.613], [-0.016, -0.109, 0.308], [-0.042, -0.164, -0.067], [0.227, 0.223, 0.042], [0.222, -0.049, -0.181], [0.229, -0.200, -0.116], [0.307, -0.323, 0.501], [0.028, 0.217, 0.702], [-0.011, -0.047, -0.024], [0.006, 0.000, -0.158], [0.226, -0.636, -0.388], [-0.754, 0.152, -1.339], [-0.118, -0.008, -0.148], [-1.098, -0.236, 1.353], [-0.190, 0.118, -0.081], [-0.157, 0.065, 0.758], [0.237, -0.438, -0.071], [0.251, -0.083, -1.132], [0.152, 0.374, 0.047], [-0.289, -0.387, 0.365], [0.098, -0.223, 0.255], [0.207, -0.160, -0.035], [-0.230, 0.267, 0.057], [0.270, 0.642, 0.686], [0.458, 0.077, -0.070], [0.099, -0.345, -0.059], [-0.606, -0.209, -0.331], [0.137, -0.308, -1.202], [-0.400, 0.000, -0.006], [0.443, 0.252, -1.405], [0.020, 0.079, 0.395], [0.168, 0.220, 0.108], [0.197, -0.263, -0.072], [-0.108, 0.034, -0.019], [0.268, 0.554, -0.200], [1.217, 0.160, -0.033], [0.021, 0.105, 0.318], [-0.529, 0.602, 0.576], [-0.240, 0.699, 0.944], [-0.168, -0.126, 0.279], [0.028, 0.037, 0.093], [0.012, 0.001, -0.067], [0.344, 0.141, 0.313], [0.001, 0.321, -0.344], [-0.597, 0.032, 0.121], [0.258, 0.478, 0.318], [-0.330, 0.025, -0.014], [-0.179, 0.000, 0.434], [0.622, 0.293, 0.330], [-0.444, -0.384, -0.291], [0.601, 0.017, 0.064], [-0.086, 0.228, -0.091], [-0.221, 0.017, -0.034], [0.835, 0.584, -0.618], [-0.295, 0.283, 0.252], [-1.070, -0.567, -0.022], [0.074, -0.307, 0.305], [0.001, 0.126, -0.590], [-0.559, 0.126, -0.431], [-0.326, -0.044, 0.658], [0.130, -0.411, -1.351], [-0.260, -0.101, 1.196], [0.005, -0.071, 0.092], [0.506, -0.202, -0.046], [-0.487, 0.309, -0.189], [0.156, -0.103, -0.033], [0.463, 0.349, 0.908], [0.319, 0.664, 0.481], [-0.001, -0.248, -0.339], [-0.253, -0.068, 0.073], [0.128, 0.048, 0.043], [0.212, 0.277, -0.532], [-0.660, 0.337, -0.792], [0.970, 0.728, -0.221], [-0.409, -0.283, -0.313], [0.407, -0.517, -0.481], [0.753, -0.315, 0.159], [-0.201, 0.185, 0.245], [-0.037, -0.090, 0.049], [-0.333, 0.837, 0.607], [0.017, -0.195, 0.489], [-0.481, 0.042, 0.001], [0.106, 0.385, 0.067], [0.722, 0.509, 0.738], [-0.063, 0.010, -0.091], [-0.272, 0.046, 0.577], [-0.301, -0.135, -0.133], [-0.485, -0.088, 0.362], [-0.010, 0.073, -0.146], [0.209, 0.111, 0.052], [1.302, 0.648, -0.951], [0.002, 0.041, 0.032], [-0.037, 0.261, 0.505], [-0.022, 0.080, -0.281], [0.864, -1.023, -0.466], [-0.465, -0.302, 0.234], [0.089, 0.011, -0.483], [-0.198, -0.217, 0.440], [-0.040, -0.112, -0.021], [0.024, -0.352, 0.352], [0.716, -0.355, 0.073], [-0.064, -0.665, -0.115], [-0.197, 0.217, -0.086], [0.213, 0.025, 0.080], [0.041, 0.256, -0.139], [0.159, -0.266, 0.263], [-0.162, -0.093, -0.147], [-0.038, -0.367, -0.067], [0.450, -0.035, -0.226], [0.275, -0.076, -0.011], [-1.479, -0.461, -0.157], [0.037, 0.059, -0.598], [-0.144, -0.815, 0.121], [-0.227, 0.012, 0.024], [-0.007, -0.047, -0.136], [-0.391, 0.082, 0.421], [0.556, -0.818, -0.709], [0.209, -0.206, -0.171], [0.462, -0.020, 0.305], [0.059, -0.253, -0.307], [-0.361, 1.184, -0.177], [-0.277, -0.469, 0.369], [-0.882, -0.245, -0.973], [-0.108, 0.178, -0.304], [0.458, -0.432, -0.252], [-0.530, 0.051, 0.147], [-0.009, -0.002, 0.076], [-0.688, -0.440, 0.749], [-0.147, -0.108, 0.906], [0.007, -0.107, 0.156], [0.018, -0.016, 0.010], [-0.060, -0.048, 0.344], [-0.002, 0.079, 0.030], [0.157, -0.210, 0.124], [-0.273, -0.044, 0.234], [-0.027, 0.610, -0.368], [-0.133, -0.082, -0.171], [0.078, -0.230, 0.061], [-0.261, 0.254, 0.092], [-0.336, 0.004, -0.690], [-0.260, 0.049, -0.206], [-0.009, -0.047, 0.071], [-0.502, -0.156, -0.392], [1.803, 0.071, 0.085], [0.174, -0.505, 0.459], [-0.094, -0.073, 0.120], [-0.056, 0.253, 0.265], [0.143, 0.132, 0.067], [-0.394, -0.372, -0.922], [0.213, 0.410, -0.909]]
}